{
  "formula": "C5H5F2N2O2",
  "method": "ωB97M-V/def2-TZVPD",
  "total_charge": -1,
  "de_lowest_ev": 2.625,
  "max_force_ev_per_a": 4.0,
  "orbital_gap_ev": 8.67,
  "multiplicity": 1,
  "e_homo_ha": -0.1818,
  "e_lumo_ev": 3.72,
  "species": ["C", "C", "C", "C", "C", "N", "N", "O", "O", "F", "F", "H", "H", "H", "H", "H"],
  "xyz": [[-1.38, -1.50, 1.49], [-1.30, -1.12, -1.59], [-1.31, 0.77, 0.38], [-0.66, -0.42, -0.24], [0.85, -0.52, -0.15], [-1.71, -0.63, 2.31], [-1.40, 0.61, 1.86], [-0.58, -1.87, -2.22], [-2.47, -0.86, -1.76], [-1.58, -2.80, 1.77], [-2.34, 1.56, 2.39], [-0.89, 1.73, 0.38], [-2.35, 1.09, -0.16], [1.26, 0.07, -0.91], [1.08, -1.60, -0.43], [1.03, -0.04, 0.81]]
}